{"formula": "H6IP5", "method": "ωB97M-V/def2-TZVPD", "symbols": ["P", "P", "P", "P", "P", "I", "H", "H", "H", "H", "H", "H"], "coordinates": [[0.7859, -2.6671, -0.7965], [-3.0349, 1.9675, 0.0452], [2.4332, 0.2130, 0.2526], [-0.4994, -1.3240, 0.5256], [0.3742, 0.4872, 0.8879], [-1.4996, 2.8339, -1.6121], [1.7257, -3.0593, 0.2183], [-0.2747, -3.7244, -0.4081], [-2.3641, 0.8119, 0.2497], [-2.3481, 2.4974, 1.1185], [2.7395, 1.5721, 0.5518], [1.9623, 0.3918, -1.0330]], "forces_ev_per_angstrom": [[-1.6, -0.9, 1.4], [-1.2, 0.9, -0.4], [0.3, 0.0, 0.8], [0.4, 0.5, -0.4], [-0.5, -1.0, 0.4], [0.2, 0.1, -0.2], [-0.3, 0.1, -0.3], [1.7, 1.1, -0.6], [0.6, -1.4, 0.0], [0.2, 0.5, 0.6], [0.1, -0.1, -0.4], [0.2, 0.3, -0.9]], "mulliken_charge": [-0.2221, -0.0578, -0.1979, 0.0285, 0.0555, -0.0320, 0.1075, 0.0964, -0.0341, 0.0794, 0.0824, 0.0944], "gap_ha": 0.2865, "molar_mass_g_mol": 287.82, "smiles": "[PH2]#P=P#[PH2].PI", "homo_energy_ev": -8.872, "relative_energy_kcal_mol": 33.93}

{"formula": "C3H8BrN2", "method": "ωB97M-V/def2-TZVPD", "symbols": ["C", "C", "C", "N", "N", "Br", "H", "H", "H", "H", "H", "H", "H", "H"], "coordinates": [[-0.5682, 0.5530, 0.0563], [1.0603, -1.2622, 0.2913], [-1.8860, 1.1117, -0.2323], [-0.2570, -0.7259, 0.0756], [0.3840, 1.4349, 0.3873], [-3.3509, -0.2687, 0.0587], [0.9485, -2.3096, 0.4888], [1.6712, -0.8754, -0.6151], [1.6257, -0.8775, 1.1651], [-2.2073, 1.2856, -1.3045], [-2.0066, 1.9218, 0.3976], [-0.9110, -1.3862, -0.3762], [0.3137, 2.4700, 0.4684], [1.3543, 0.9759, 0.4207]], "forces_ev_per_angstrom": [[1.5, 0.4, 0.3], [1.9, 1.7, -0.9], [-2.5, -2.8, -2.4], [-1.5, 0.0, -0.5], [2.1, -1.1, -0.1], [0.8, 0.8, 0.3], [0.4, -0.6, -0.6], [-0.5, -1.6, 1.2], [-0.9, 0.1, -0.1], [1.4, 0.3, 1.2], [-0.8, 1.7, 1.1], [0.1, 0.7, 0.7], [-0.2, -1.5, -0.2], [-1.9, 1.7, 0.2]], "mulliken_charge": [0.9125, -1.0573, -0.9131, -0.1160, -0.3787, -0.0700, 0.3216, 0.4193, 0.3581, 0.3783, 0.3982, 0.2591, 0.2485, 0.2395], "gap_ha": 0.3825, "molar_mass_g_mol": 152.02, "smiles": "CNC(=[NH2+])CBr", "homo_energy_ev": -14.516, "relative_energy_kcal_mol": 17.67, "total_charge": 1}

{"formula": "C4H5ClO", "method": "ωB97M-V/def2-TZVPD", "symbols": ["C", "C", "C", "C", "O", "Cl", "H", "H", "H", "H", "H"], "coordinates": [[0.2090, 1.1537, 1.4421], [0.3676, 0.5891, 0.3852], [1.0407, 0.3509, -1.9009], [0.8165, -0.1636, -0.7257], [-1.9094, -1.1301, 1.6568], [0.8745, -1.8765, -0.6281], [-0.0667, 1.6352, 2.3653], [1.3381, -0.2988, -2.7129], [-1.1543, -0.4693, 1.4006], [0.8547, 1.4297, -2.0585], [-2.3708, -1.2203, 0.7761]], "forces_ev_per_angstrom": [[-0.4, 0.0, -0.4], [0.6, 0.3, 1.5], [0.0, 1.7, -1.5], [-0.7, -0.4, 0.0], [1.1, 1.6, -2.2], [0.1, -0.7, 0.7], [0.2, -0.1, -0.4], [0.0, 0.3, -0.1], [-2.0, -1.8, 0.9], [0.4, -0.8, 0.0], [0.6, 0.0, 1.5]], "mulliken_charge": [0.1838, -0.5295, -0.7603, 0.3513, -0.6492, -0.1447, 0.4277, 0.2914, 0.2354, 0.2677, 0.3265], "gap_ha": 0.3714, "molar_mass_g_mol": 104.54, "smiles": "C#CC(=C)Cl.O", "homo_energy_ev": -9.816, "relative_energy_kcal_mol": 49.76}

{"formula": "C24H52F5N2O5S", "method": "ωB97M-V/def2-TZVPD", "symbols": ["C", "C", "C", "C", "N", "C", "C", "F", "F", "C", "F", "F", "F", "C", "N", "C", "S", "H", "H", "H", "H", "H", "H", "H", "H", "H", "H", "H", "H", "C", "C", "C", "O", "H", "H", "H", "H", "H", "H", "H", "H", "C", "C", "C", "O", "H", "H", "H", "H", "H", "H", "H", "H", "C", "C", "C", "O", "H", "H", "H", "H", "H", "H", "H", "H", "C", "C", "C", "O", "H", "H", "H", "H", "H", "H", "H", "H", "C", "C", "C", "O", "H", "H", "H", "H", "H", "H", "H", "H"], "coordinates": [[0.0882, -2.3787, 1.7375], [0.8129, -1.3161, 0.9207], [0.3387, 0.1007, 1.2254], [-0.9692, 0.3704, 0.4880], [-1.9437, 1.2256, 1.2089], [-3.2066, 0.8628, 1.6314], [-3.8953, -0.4468, 1.3894], [-3.1305, -1.4666, 1.8276], [-5.0506, -0.4236, 2.0906], [-4.2857, -0.7164, -0.1087], [-5.4847, -0.1892, -0.3527], [-3.4003, -0.1197, -0.9212], [-4.2948, -2.0170, -0.3541], [-3.7418, 1.9198, 2.3203], [-2.8047, 2.9057, 2.2722], [-1.7164, 2.4839, 1.6000], [-0.2939, 3.4334, 1.3635], [-0.8726, -2.6438, 1.3048], [-0.0702, -2.0380, 2.7586], [0.6896, -3.2789, 1.7855], [0.6453, -1.4939, -0.1419], [1.8779, -1.3872, 1.1110], [1.0835, 0.8190, 0.8953], [0.1979, 0.2337, 2.2979], [-1.4774, -0.5689, 0.3279], [-0.8106, 0.8657, -0.4661], [-4.6925, 2.0166, 2.8068], [-2.8790, 3.8255, 2.6771], [-0.7259, 3.9839, 0.2258], [2.5829, -2.6327, -3.6522], [1.0920, -2.8203, -3.4306], [0.2994, -2.7242, -4.7232], [0.6038, -1.8754, -2.4668], [2.7790, -1.6431, -4.0748], [3.1252, -2.7141, -2.7105], [2.9742, -3.3781, -4.3443], [0.9133, -3.7911, -2.9671], [0.4244, -1.7379, -5.1799], [-0.7637, -2.8741, -4.5312], [0.6294, -3.4721, -5.4441], [0.7472, -0.9979, -2.8390], [-2.8348, -2.5494, -6.7122], [-1.7292, -2.2792, -5.7048], [-2.2340, -1.5197, -4.4879], [-0.6401, -1.5836, -6.3103], [-3.2483, -1.6058, -7.0796], [-2.4451, -3.1017, -7.5659], [-3.6468, -3.1249, -6.2666], [-1.2977, -3.2273, -5.3806], [-2.6299, -0.5467, -4.7901], [-1.4167, -1.3525, -3.7845], [-3.0269, -2.0660, -3.9744], [-0.9740, -0.7417, -6.6383], [5.1918, -2.6909, 4.0657], [3.9366, -1.9464, 3.6416], [3.1357, -1.4432, 4.8309], [3.1249, -2.7627, 2.7924], [4.9244, -3.5690, 4.6596], [5.7509, -3.0298, 3.1942], [5.8412, -2.0583, 4.6715], [4.2153, -1.0973, 3.0144], [2.8076, -2.2840, 5.4491], [2.2527, -0.8973, 4.5011], [3.7311, -0.7750, 5.4530], [2.8635, -3.5405, 3.2975], [2.6156, 3.4003, 6.8187], [3.1830, 2.7107, 5.5895], [3.7603, 3.7022, 4.5928], [2.1933, 1.8844, 4.9670], [1.8024, 4.0732, 6.5305], [2.2174, 2.6681, 7.5203], [3.3771, 3.9908, 7.3278], [3.9620, 2.0111, 5.8951], [2.9772, 4.3830, 4.2447], [4.1690, 3.1822, 3.7264], [4.5515, 4.3015, 5.0428], [1.4792, 2.4633, 4.6800], [-2.2698, 4.3770, -2.8260], [-1.5279, 3.0697, -2.6116], [-1.6752, 2.1000, -3.7683], [-1.9560, 2.4238, -1.3978], [-3.3402, 4.1889, -2.9446], [-2.1382, 5.0490, -1.9761], [-1.9155, 4.8861, -3.7213], [-0.4670, 3.2719, -2.4510], [-2.7271, 1.8375, -3.9104], [-1.1282, 1.1826, -3.5567], [-1.2996, 2.5247, -4.6990], [-2.8902, 2.2098, -1.5064]], "forces_ev_per_angstrom": [[0.1, 0.1, -0.1], [-0.2, 0.0, 0.0], [0.0, 0.2, 0.0], [0.0, -0.1, 0.0], [0.0, 0.3, 0.4], [-0.2, 0.6, 0.3], [-0.1, -0.1, 0.0], [-0.1, 0.1, 0.0], [0.2, -0.2, 0.1], [-0.1, 0.0, 0.3], [0.2, -0.1, -0.1], [-0.1, -0.1, -0.2], [-0.1, 0.3, -0.1], [0.3, -0.5, -0.6], [0.2, -0.1, 0.0], [-0.6, -0.4, 0.0], [0.5, 0.2, 0.2], [-0.2, 0.0, 0.0], [0.0, 0.0, 0.2], [0.0, -0.2, 0.0], [0.3, -0.1, -0.1], [0.1, 0.0, 0.0], [0.1, 0.1, 0.1], [0.0, 0.0, 0.2], [-0.1, -0.1, -0.1], [0.0, -0.2, 0.0], [-0.1, 0.0, 0.0], [0.0, 0.1, 0.0], [-0.1, 0.0, -0.2], [0.0, 0.0, 0.3], [0.4, -0.6, -0.4], [3.9, -0.8, 4.1], [-0.1, 0.2, 0.1], [0.0, 0.0, -0.1], [0.1, 0.0, 0.0], [0.0, 0.0, 0.0], [0.1, -0.1, 0.2], [1.0, -0.9, 1.4], [3.8, 0.0, 2.8], [0.1, -0.1, 0.0], [0.1, 0.0, 0.0], [-0.1, 0.5, -0.2], [-3.3, 0.2, -2.3], [-0.2, 0.3, 0.0], [-2.3, 1.4, -2.9], [-0.1, 0.0, -0.1], [0.0, 0.0, 0.0], [0.0, 0.0, 0.1], [-2.5, -0.1, -2.6], [-0.1, -0.1, -0.1], [-0.2, 0.1, 0.1], [0.0, 0.0, 0.0], [-0.3, 0.0, -0.4], [0.0, 0.0, -0.1], [0.0, 0.0, 0.1], [-0.1, -0.1, 0.0], [0.0, 0.0, 0.0], [0.0, 0.0, 0.0], [0.0, 0.0, 0.0], [0.0, 0.0, 0.0], [0.0, 0.0, 0.0], [0.0, 0.0, 0.0], [0.0, 0.0, 0.0], [0.0, 0.0, 0.0], [0.0, 0.0, 0.0], [-0.1, -0.1, 0.0], [0.1, 0.1, 0.0], [0.0, -0.1, -0.1], [0.0, 0.0, -0.1], [0.0, 0.0, 0.0], [0.0, 0.0, 0.0], [0.0, 0.0, 0.0], [0.0, 0.0, 0.0], [0.0, 0.0, 0.0], [0.0, 0.0, 0.0], [0.0, 0.0, 0.0], [0.0, 0.0, 0.0], [0.0, -0.1, 0.1], [0.1, 0.0, -0.2], [0.0, 0.0, 0.0], [-0.1, 0.4, 0.0], [0.0, 0.0, 0.0], [0.0, 0.0, 0.0], [0.0, 0.0, 0.0], [0.0, 0.0, 0.0], [0.0, 0.0, 0.0], [0.0, 0.0, 0.0], [0.0, 0.0, 0.0], [0.0, -0.1, 0.0]], "mulliken_charge": [-1.3970, -0.1588, -0.9885, -0.4706, 0.8256, 0.0800, 0.6678, -0.2086, -0.3125, 0.6068, -0.2751, -0.0758, -0.2414, -0.5599, 0.0514, -0.1200, -0.1043, 0.3886, 0.2644, 0.4177, 0.0537, 0.3506, 0.5645, 0.4508, 0.2859, 0.0784, 0.5401, 0.2357, 0.0721, -1.5036, 0.1598, -1.5014, -0.4445, 0.3201, 0.3802, 0.4148, 0.3214, 0.5372, 0.3636, 0.5182, 0.2267, -1.6732, 0.5359, -0.8139, -0.5101, 0.3916, 0.4028, 0.3460, 0.4110, 0.3982, -0.0462, 0.3315, 0.3656, -1.4547, 0.5403, -1.0328, -0.4708, 0.3659, 0.3529, 0.3870, 0.2260, 0.3926, 0.1192, 0.2814, 0.3197, -1.3780, 0.5309, -1.3145, -0.4065, 0.3392, 0.3276, 0.4056, 0.2567, 0.2978, 0.3073, 0.4068, 0.2517, -1.4178, 0.2162, -1.1183, -0.2252, 0.3553, 0.3078, 0.4266, 0.4040, 0.3495, 0.0163, 0.4909, 0.1902], "gap_ha": 0.2975, "molar_mass_g_mol": 575.75, "homo_energy_ev": -11.155, "total_charge": 1}